This record from the OMol25 dataset describes a 3-piece molecular cluster, C22H48N4O2SSi overall in a non-equilibrium geometry. The level of theory is ωB97M-V/def2-TZVPD.

The geometry in XYZ format:
```
78
Properties=species:S:1:pos:R:3
C 2.331 -1.899 -0.792
H 2.151 1.525 0.928
C -4.731 -1.668 -0.499
H -2.295 -2.500 -0.681
O 0.347 -3.207 0.632
N -6.244 -3.459 -1.052
H -4.596 -2.986 -2.222
H 2.526 2.496 2.822
H -0.984 -4.538 -0.205
H 3.483 3.233 4.099
H 4.316 0.380 0.801
H -3.006 3.708 -1.902
Si 1.719 -3.560 -0.231
H -0.339 2.149 0.311
C 1.321 -4.629 -1.708
H 3.118 -1.970 -1.547
H 5.557 2.703 3.117
H -2.132 0.423 -2.039
C 5.212 3.591 0.551
H -0.836 3.274 -2.509
C 6.244 4.446 1.270
C 4.700 2.292 2.579
H 3.362 4.019 2.529
H -5.030 2.950 -0.623
H -4.978 4.696 -0.820
C -2.813 1.412 -0.200
C 2.786 1.709 0.061
H 4.277 4.167 0.464
H 2.405 1.090 -0.753
C -6.793 -4.318 -1.676
C -3.028 3.794 -0.803
H -1.549 -2.385 1.749
H 1.475 -1.343 -1.193
C -1.955 -3.288 1.278
C 4.256 1.370 0.339
C -0.756 -4.084 0.772
H -3.736 -0.055 -1.487
H -4.264 -1.945 1.421
H -0.506 -4.904 1.457
H 5.553 3.410 -0.472
H 4.631 1.248 2.896
O -5.311 -0.691 -0.851
C -0.278 2.696 -1.772
C -4.478 3.849 -0.349
H 7.198 3.920 1.342
N 5.026 2.285 1.162
H -0.289 1.651 -2.082
H 0.505 -4.181 -2.290
H -0.524 3.861 0.014
H 2.671 2.752 -0.237
C -4.851 -3.055 -1.157
H 1.019 -5.648 -1.448
H -2.152 0.764 0.383
H 3.187 -3.907 1.762
C -0.826 2.873 -0.349
S -7.598 -5.414 -2.456
H -3.368 -4.674 -1.010
C -3.863 -3.925 -0.384
H 2.789 -5.467 0.997
H 2.198 -4.683 -2.365
H 6.401 5.373 0.717
C -2.896 -2.862 0.165
H 5.926 4.718 2.276
H -2.505 -3.866 2.032
C 3.442 3.050 3.024
H 4.778 1.284 -0.619
H -2.544 4.745 -0.564
H -4.537 3.971 0.734
H 3.949 -4.376 0.234
C 3.012 -4.411 0.807
C -3.051 0.790 -1.583
H 0.760 3.031 -1.807
H 2.685 -1.334 0.077
H -3.761 1.414 0.339
N -2.258 2.758 -0.134
N -3.763 -1.723 0.558
H -4.388 -4.415 0.446
H -3.505 1.505 -2.272
```

## Properties
- molecular weight (g/mol) = 460.80
- SMILES string = C[Si](C)(C)OCC[C@H]1C[C@@H](N=C=S)C(=O)N1.CCN(CC)CC.CCN(CC)CC
- ΔE to the lowest compared entry with this formula, charge and spin (kcal/mol) = 0.00
- total charge = 0